Entry 1:
ORCA calculation (the ωB97M-V functional and the def2-TZVPD basis) on C42H41EuNO2P2S2 as an isolated structure.

The geometry in XYZ format:
```
91
Properties=species:S:1:pos:R:3
Eu -0.466 1.472 -0.099
C -1.811 0.954 -6.442
C -1.829 -0.344 -6.160
C -1.105 -1.376 -6.990
C 0.326 -1.003 -7.450
C 1.132 -0.188 -6.486
C 1.166 1.158 -6.498
C 0.341 1.985 -7.422
C -1.111 1.508 -7.651
C 1.708 0.397 0.836
H -2.391 1.667 -5.844
H -2.447 -0.719 -5.332
H -1.690 -1.615 -7.903
H -1.030 -2.330 -6.436
H 0.870 -1.944 -7.647
H 0.274 -0.521 -8.439
H 1.799 -0.762 -5.843
H 1.926 1.715 -5.953
H 0.842 2.064 -8.411
H 0.305 3.017 -7.032
H -1.676 2.367 -8.041
H -1.106 0.787 -8.480
H 1.632 1.341 1.474
H 2.785 0.173 0.653
H 1.232 -0.426 1.403
P -1.555 -0.751 -1.990
P 1.677 -0.045 -1.796
C -0.460 -0.900 -3.388
C 0.880 -0.685 -3.309
C -2.483 -2.299 -1.755
C -2.848 -3.073 -2.870
C -3.641 -4.214 -2.687
C -4.026 -4.609 -1.394
C -3.602 -3.874 -0.273
C -2.831 -2.728 -0.454
C -2.717 0.623 -2.356
C -2.214 1.949 -2.448
C -3.090 3.040 -2.495
C -4.464 2.829 -2.632
C -4.975 1.525 -2.570
C -4.117 0.437 -2.380
C 3.200 -1.048 -1.635
C 3.040 -2.343 -1.090
C 4.149 -3.143 -0.825
C 5.443 -2.686 -1.113
C 5.607 -1.396 -1.637
C 4.503 -0.570 -1.882
C 2.216 1.682 -2.215
C 2.426 2.641 -1.205
C 2.814 3.941 -1.536
C 2.985 4.314 -2.873
C 2.719 3.382 -3.887
C 2.328 2.082 -3.552
H -0.937 -1.095 -4.344
H 1.529 -0.950 -4.147
H -2.526 -2.769 -3.867
H -3.964 -4.804 -3.549
H -4.654 -5.496 -1.249
H -3.876 -4.191 0.739
H -2.537 -2.124 0.411
H -1.129 2.150 -2.523
H -2.685 4.056 -2.439
H -5.144 3.673 -2.770
H -6.053 1.355 -2.663
H -4.532 -0.570 -2.265
H 2.037 -2.710 -0.844
H 4.006 -4.131 -0.382
H 6.313 -3.318 -0.917
H 6.614 -1.025 -1.848
H 4.656 0.450 -2.250
H 2.322 2.342 -0.160
H 2.976 4.663 -0.734
H 3.310 5.327 -3.126
H 2.816 3.683 -4.934
H 2.079 1.356 -4.319
O -0.317 3.100 4.630
S 0.117 1.830 4.106
O 1.530 1.543 4.019
N -0.618 1.503 2.597
C -1.554 0.540 2.680
S -2.475 0.125 1.336
C -1.631 -0.111 3.985
C -2.342 -1.251 4.397
C -2.136 -1.750 5.697
C -1.248 -1.113 6.581
C -0.509 0.003 6.158
C -0.735 0.486 4.875
H -3.027 -1.718 3.682
H -2.661 -2.645 6.021
H -1.122 -1.456 7.606
H 0.219 0.527 6.781
```

molar mass = 869.84 g/mol
F_max = 2.32 eV/A
HOMO-LUMO gap (spin up / spin down) = 0.199 / 0.202 Ha
HOMO level (spin up / spin down) = -5.47 / -5.55 eV
LUMO energy (spin up / spin down) = -0.0021 / -0.0019 Eh
⟨S²⟩ = 15.7627
2S+1 = 8
energy = -109376.7187 eV

=====

Entry 2:
ORCA calculation (the ωB97M-V functional and the def2-TZVPD basis) on C42H41GaN3OP3S as an isolated structure.

The geometry in XYZ format:
```
92
Properties=species:S:1:pos:R:3
Ga -0.031 -0.320 0.085
O -0.845 -2.022 -0.579
S -0.926 -1.461 -2.023
C 0.063 -2.471 -3.013
C -0.348 -3.224 -4.102
C 0.621 -3.973 -4.760
C 1.946 -3.936 -4.344
C 2.346 -3.122 -3.282
C 1.405 -2.352 -2.616
P 1.931 -1.246 -1.252
C 2.865 -2.212 -0.084
C 3.796 -1.556 0.740
C 4.577 -2.294 1.616
C 4.420 -3.675 1.693
C 3.466 -4.320 0.917
C 2.674 -3.593 0.038
C 2.943 0.073 -1.850
C 2.423 1.362 -1.958
C 3.225 2.396 -2.419
C 4.549 2.142 -2.758
C 5.076 0.856 -2.643
C 4.280 -0.181 -2.188
C -2.594 -1.350 -2.353
C -3.433 -2.351 -2.822
C -4.761 -2.019 -3.029
C -5.218 -0.726 -2.782
C -4.383 0.252 -2.242
C -3.051 -0.051 -1.992
P -1.956 1.154 -1.104
C -1.432 2.371 -2.268
C -1.949 3.675 -2.177
C -1.623 4.606 -3.149
C -0.770 4.257 -4.190
C -0.248 2.966 -4.277
C -0.575 2.023 -3.321
C -2.806 1.931 0.247
C -2.188 3.047 0.835
C -2.821 3.722 1.864
C -4.056 3.272 2.335
C -4.638 2.132 1.796
C -4.012 1.449 0.758
H -1.375 -3.236 -4.444
H 0.334 -4.592 -5.603
H 2.687 -4.537 -4.861
H 3.395 -3.076 -3.004
H 3.940 -0.484 0.660
H 5.325 -1.798 2.225
H 5.048 -4.253 2.365
H 3.345 -5.396 0.987
H 1.925 -4.105 -0.555
H 1.401 1.567 -1.687
H 2.823 3.398 -2.512
H 5.182 2.952 -3.103
H 6.112 0.666 -2.905
H 4.701 -1.179 -2.094
H -3.082 -3.362 -3.003
H -5.448 -2.775 -3.398
H -6.254 -0.479 -2.987
H -4.775 1.243 -2.038
H -2.626 3.953 -1.382
H -2.042 5.606 -3.098
H -0.512 4.994 -4.944
H 0.413 2.699 -5.095
H -0.174 1.026 -3.413
H -1.229 3.405 0.468
H -2.365 4.611 2.293
H -4.559 3.809 3.133
H -5.588 1.776 2.177
H -4.471 0.554 0.361
C 0.888 -0.331 6.028
N 1.038 0.929 5.134
C -0.326 1.663 5.100
N -1.356 0.777 4.665
C -1.451 -0.399 5.543
N -0.181 -1.142 5.541
C 0.104 -1.841 4.290
P 0.304 -0.591 2.904
C 1.504 0.550 3.742
C -1.249 0.398 3.252
H 0.689 0.029 7.032
H 1.840 -0.854 6.010
H 1.729 1.550 5.556
H -0.209 2.514 4.437
H -0.507 2.011 6.113
H -2.252 -1.047 5.200
H -1.680 -0.076 6.558
H -0.702 -2.525 4.034
H 1.017 -2.428 4.377
H 1.639 1.455 3.159
H 2.469 0.062 3.829
H -2.113 -0.208 2.984
H -1.267 1.286 2.626
```

molar mass = 798.52 g/mol
net charge = +4
F_max = 1.14 eV/A
HOMO-LUMO gap = 0.219 Ha
HOMO level = -18.42 eV
LUMO energy = -0.4576 Eh
2S+1 = 1
energy = -141776.5879 eV

=====

Entry 3:
ORCA calculation (the ωB97M-V functional and the def2-TZVPD basis) on a 2-piece molecular cluster, C42H41N4O2 overall.

The geometry in XYZ format:
```
89
Properties=species:S:1:pos:R:3
C 5.674 4.392 0.070
C 6.570 3.513 0.690
C 6.113 2.620 1.659
C 4.758 2.624 2.013
N 4.298 1.729 3.013
C 4.160 2.218 4.337
C 2.919 2.718 4.742
C 2.802 3.367 5.971
C 3.915 3.446 6.821
C 5.148 2.906 6.430
C 5.275 2.303 5.175
C 3.847 0.456 2.646
C 4.422 -0.673 3.252
C 4.123 -1.933 2.785
C 3.031 -2.119 1.890
C 2.506 -3.431 1.642
C 1.116 -3.678 1.392
C 0.725 -4.803 0.617
C -0.590 -5.064 0.315
C -1.598 -4.285 0.904
N -2.909 -4.501 0.539
C -3.977 -4.059 1.351
C -4.853 -3.083 0.858
C -5.954 -2.703 1.624
C -6.208 -3.345 2.843
C -5.326 -4.321 3.334
C -4.173 -4.636 2.613
C -3.223 -5.108 -0.706
C -3.835 -6.368 -0.711
C -4.093 -6.995 -1.928
C -3.825 -6.326 -3.130
C -3.269 -5.040 -3.116
C -2.923 -4.443 -1.903
C -1.255 -3.222 1.767
C 0.072 -2.876 1.943
C 2.477 -0.966 1.255
C 2.913 0.298 1.610
C 3.864 3.508 1.411
C 4.323 4.389 0.431
H 6.029 5.074 -0.708
H 7.626 3.515 0.414
H 6.792 1.926 2.162
H 2.073 2.614 4.057
H 1.843 3.804 6.257
H 3.819 3.936 7.794
H 6.015 2.955 7.094
H 6.222 1.888 4.823
H 5.164 -0.523 4.042
H 4.666 -2.805 3.156
H 3.146 -4.287 1.900
H 1.488 -5.445 0.207
H -0.836 -5.857 -0.389
H -4.639 -2.622 -0.111
H -6.608 -1.906 1.263
H -7.095 -3.081 3.421
H -5.520 -4.833 4.279
H -3.434 -5.354 2.987
H -4.064 -6.845 0.247
H -4.499 -8.007 -1.926
H -4.048 -6.814 -4.079
H -3.086 -4.502 -4.048
H -2.441 -3.460 -1.865
H -2.044 -2.630 2.227
H 0.336 -2.002 2.542
H 1.715 -1.099 0.484
H 2.528 1.192 1.111
H 2.815 3.497 1.719
H 3.618 5.067 -0.050
C 6.195 -9.072 -1.158
C 4.919 -8.891 -1.952
C 5.216 -8.455 -3.376
C 4.098 -10.174 -1.952
O 4.025 -7.909 -1.312
C 4.522 -6.680 -1.024
N 3.473 -5.831 -0.775
N 3.800 -4.579 -0.201
O 5.698 -6.334 -1.026
H 5.960 -9.370 -0.125
H 6.795 -9.867 -1.627
H 6.770 -8.138 -1.152
H 4.275 -8.297 -3.922
H 5.813 -7.531 -3.373
H 5.790 -9.239 -3.894
H 3.167 -10.037 -2.522
H 4.668 -10.994 -2.416
H 3.843 -10.464 -0.922
H 2.619 -6.250 -0.435
H 4.813 -4.517 -0.349
H 3.340 -3.878 -0.781
```

molar mass = 633.82 g/mol
net charge = +1
F_max = 1.68 eV/A
HOMO-LUMO gap = 0.216 Ha
HOMO level = -10.24 eV
LUMO energy = -0.1604 Eh
2S+1 = 1
energy = -54267.7515 eV